ORCA calculation (ωB97M-V/def2-TZVPD) on a molecular structure, C28H31AsN5OS2Tm at a distorted geometry.

Structure (XYZ):
```
69
C28H31AsN5OS2Tm | the Open Molecules 2025 dataset | ωB97M-V/def2-TZVPD
Tm 0.491 -0.821 1.082
C 1.910 -3.566 2.782
N 2.135 -2.095 2.705
C 3.476 -1.684 2.379
C 3.759 -1.843 0.895
N 2.639 -1.320 0.046
C 2.249 -2.423 -0.879
C 2.907 0.005 -0.502
C 3.350 0.145 -1.822
C 3.397 1.368 -2.439
C 3.096 2.507 -1.679
C 2.710 2.377 -0.355
C 2.547 1.125 0.238
S 1.872 1.183 1.908
C 1.652 -1.498 3.943
C 2.486 -1.233 5.005
C 1.968 -0.706 6.188
C 0.579 -0.553 6.321
C -0.238 -0.825 5.257
C 0.261 -1.355 4.080
S -0.942 -1.958 2.882
H 2.604 -4.006 3.473
H 2.131 -4.040 1.812
H 0.873 -3.773 2.975
H 4.283 -2.323 2.868
H 3.643 -0.612 2.622
H 3.883 -2.908 0.650
H 4.666 -1.294 0.663
H 3.095 -2.682 -1.533
H 1.373 -2.177 -1.514
H 2.020 -3.309 -0.263
H 3.614 -0.762 -2.337
H 3.669 1.403 -3.475
H 3.157 3.487 -2.096
H 2.465 3.221 0.267
H 3.554 -1.375 4.887
H 2.562 -0.524 7.070
H 0.241 -0.163 7.266
H -1.335 -0.672 5.317
O -0.177 0.116 -0.739
N -1.268 -0.707 -0.838
C -2.131 -0.324 -1.668
C -2.149 0.826 -2.588
N -3.240 1.727 -2.490
C -3.324 -1.204 -1.708
N -4.159 -1.970 -1.995
C -1.066 2.691 -4.793
As -0.458 1.837 -3.057
C 0.445 0.342 -3.896
C -3.290 0.792 -3.604
C -4.208 1.786 -1.451
C -3.959 1.492 -0.130
C -4.996 1.706 0.798
C -6.239 2.102 0.435
C -6.488 2.378 -0.901
C -5.482 2.236 -1.851
H -1.280 1.963 -5.577
H -0.140 3.268 -5.046
H -1.960 3.304 -4.563
H -0.270 -0.164 -4.546
H 0.813 -0.317 -3.105
H 1.262 0.685 -4.509
H -3.969 -0.024 -3.500
H -3.187 1.277 -4.570
H -3.029 1.111 0.293
H -4.771 1.478 1.863
H -7.020 2.179 1.188
H -7.467 2.652 -1.220
H -5.596 2.440 -2.916
```

2S+1   3
F_max   2.43 eV/A
HOMO energy (spin up / spin down)   -8.0 / -8.0 eV
HOMO-LUMO gap (spin up / spin down)   0.300 / 0.300 hartree
Expectation value of S²   2.0021
ΔE to the lowest compared entry with this formula, charge and spin   11.5 kcal/mol

ORCA calculation (ωB97M-V/def2-TZVPD) on 3 unconnected molecules or ions with the total composition C24H51BrN9O4P3S at a distorted geometry.

Structure (XYZ):
```
93
C24H51BrN9O4P3S | the Open Molecules 2025 dataset | ωB97M-V/def2-TZVPD
C 3.671 2.355 -1.468
C 2.881 3.005 -2.672
P 2.322 1.831 -4.013
C 1.709 0.296 -3.146
C 0.397 -0.313 -3.778
C 3.778 1.382 -5.184
Br 3.315 -0.422 -5.879
C 5.066 1.348 -4.371
N 6.028 1.117 -3.814
C 3.812 2.486 -6.328
C 2.577 2.218 -7.213
N 1.667 2.021 -7.859
C 5.143 2.546 -7.155
C 5.530 1.245 -7.935
C 6.570 0.374 -7.142
O 7.527 0.932 -6.712
O 6.389 -0.979 -6.907
N 3.700 3.811 -5.622
C 3.262 4.671 -6.363
S 3.128 5.663 -7.607
H 3.401 2.860 -0.506
H 3.515 1.264 -1.341
H 4.758 2.551 -1.615
H 1.944 3.454 -2.251
H 3.479 3.861 -3.055
H 1.462 0.586 -2.094
H 2.466 -0.522 -3.091
H 0.626 -1.346 -4.130
H -0.429 -0.341 -3.038
H 0.093 0.277 -4.674
H 4.982 3.336 -7.932
H 5.992 2.926 -6.535
H 4.637 0.633 -8.215
H 6.016 1.528 -8.900
H 6.166 -1.063 -5.962
C -5.292 -2.070 1.609
N -4.027 -1.498 1.181
C -3.606 -0.510 2.174
P -3.509 -1.174 -0.441
O -2.022 -1.289 -0.109
N -3.506 -2.670 -1.324
C -4.079 -3.891 -0.791
C -2.278 -2.991 -2.050
N -5.187 -0.929 -0.948
C -5.493 -1.150 -2.379
C -5.605 0.469 -0.673
H -6.127 -1.360 1.539
H -5.224 -2.385 2.654
H -5.565 -2.964 1.061
H -4.303 0.336 2.230
H -2.619 -0.103 1.950
H -3.538 -0.963 3.167
H -3.630 -4.172 0.169
H -3.941 -4.724 -1.484
H -5.161 -3.799 -0.686
H -1.516 -3.420 -1.387
H -1.861 -2.103 -2.524
H -2.477 -3.708 -2.851
H -4.801 -0.609 -3.030
H -6.510 -0.821 -2.607
H -5.467 -2.204 -2.643
H -5.018 1.186 -1.252
H -5.491 0.714 0.384
H -6.663 0.608 -0.903
C -0.591 -2.007 7.653
N -1.343 -0.970 6.969
C -2.647 -1.517 6.591
P -0.726 0.260 5.912
O -1.890 1.205 6.193
N 0.425 1.229 6.774
C 0.919 0.871 8.089
C 0.226 2.676 6.709
N 0.582 -0.826 5.423
C 1.818 -0.195 4.907
C 0.120 -1.724 4.332
H -0.270 -2.816 6.982
H -1.206 -2.462 8.435
H 0.287 -1.631 8.167
H -2.551 -2.335 5.864
H -3.290 -0.757 6.146
H -3.176 -1.899 7.468
H 0.108 0.752 8.816
H 1.606 1.630 8.471
H 1.518 -0.041 8.044
H -0.537 3.015 7.421
H -0.078 2.983 5.708
H 1.159 3.202 6.929
H 1.603 0.540 4.127
H 2.488 -0.953 4.492
H 2.387 0.289 5.696
H -0.145 -1.162 3.433
H -0.754 -2.300 4.639
H 0.892 -2.453 4.081
```

F_max   8.54 eV/A
HOMO energy   -8.1 eV
HOMO-LUMO gap   0.266 hartree
Structure (SMILES)   CCP(CC)[C@](Br)(C#N)[C@](C#N)(CCC(=O)O)N=C=S.CN(C)P(=O)(N(C)C)N(C)C.CN(C)P(=O)(N(C)C)N(C)C

ORCA calculation (ωB97M-V/def2-TZVPD) on a molecular structure, C15H21Cl3CoF4N6Si.

Structure (XYZ):
```
51
C15H21Cl3CoF4N6Si | the Open Molecules 2025 dataset | ωB97M-V/def2-TZVPD
Co 0.109 -0.227 0.523
C 2.533 0.560 1.806
N 2.066 0.365 0.422
C 3.008 -0.534 -0.270
C 2.043 1.668 -0.296
C 0.839 2.485 0.123
N -0.275 1.566 0.054
C -1.564 1.971 0.141
C -2.542 0.964 0.183
F -2.077 -0.331 0.161
C -3.892 1.194 0.240
F -4.733 0.151 0.274
C -4.381 2.488 0.274
C -3.447 3.504 0.246
F -3.866 4.778 0.286
C -2.086 3.273 0.185
F -1.260 4.341 0.172
H 3.554 0.958 1.810
H 2.519 -0.399 2.322
H 1.877 1.254 2.327
H 3.986 -0.049 -0.366
H 2.627 -0.772 -1.261
H 3.123 -1.456 0.296
H 1.952 1.438 -1.359
H 2.991 2.192 -0.132
H 0.737 3.333 -0.556
H 0.970 2.900 1.132
H -5.439 2.693 0.328
C 0.782 0.317 6.962
C 0.079 -1.018 6.738
C 1.017 -2.043 6.106
C -1.209 -0.850 5.930
N -0.972 -0.324 4.589
C -0.607 -0.957 3.480
N -0.453 -0.061 2.532
N -0.739 1.139 3.090
N -1.050 0.990 4.319
H 1.648 0.184 7.610
H 0.118 1.049 7.424
H 1.135 0.739 6.019
H -0.250 -1.406 7.707
H 1.415 -1.687 5.153
H 0.519 -2.998 5.928
H 1.870 -2.228 6.759
H -1.888 -0.148 6.410
H -1.722 -1.805 5.813
H -0.452 -2.019 3.395
Cl -1.267 -3.594 1.166
Si 0.455 -2.511 0.631
Cl 1.132 -3.484 -1.091
Cl 1.814 -3.206 2.120
```

2S+1   2
F_max   0.09 eV/A
HOMO energy (spin up / spin down)   -7.5 / -7.6 eV
HOMO-LUMO gap (spin up / spin down)   0.279 / 0.293 hartree
Expectation value of S²   0.7728
ΔE to the lowest compared entry with this formula, charge and spin   0.0 kcal/mol